A 3-piece molecular cluster, C3H4IN overall in a non-equilibrium geometry. Source: the OMol25 dataset; level of theory: ωB97M-V with the def2-TZVPD basis set.

Properties
**Energy above the lowest of the compared OMol25 structures with the same formula, charge and spin**: 86.0 kcal/mol
**Total charge**: 0
**Orbital gap**: 9.9 eV
**E_tot**: -468.987228 Ha

Last columns: bonded neighbours and bond lengths (Å).
Geometry (Å):
1 C 0.14954 2.81229 -0.06904  H5 1.085, C8 1.225
2 N 1.00524 -1.20004 1.67786  H3 1.084, C9 1.150
3 H 1.75236 -1.94439 1.42665  N2 1.084
4 H 0.48469 1.35484 1.56207  C8 1.000
5 H 0.02250 3.39785 -0.97402  C1 1.085
6 H -1.69176 -2.08038 -2.95658  I7 1.809
7 I -2.22513 -3.75046 -3.40181  H6 1.809
8 C 0.38111 1.93815 0.75684  C1 1.225, H4 1.000
9 C 0.12146 -0.52787 1.97802  N2 1.150